# 1
{"formula": "C20H23NO6RuS", "method": "ωB97M-V with the def2-TZVPD basis set", "total_charge": 2, "e_lumo_ev": [-6.12, -10.13], "relative_energy_kcal_mol": 0.0, "multiplicity": 5, "homo_lumo_gap_ha": [0.342, 0.195], "species": ["Ru", "O", "C", "C", "N", "C", "C", "O", "O", "C", "C", "O", "O", "H", "H", "H", "H", "H", "H", "H", "H", "H", "O", "S", "C", "C", "C", "C", "C", "C", "C", "C", "C", "C", "C", "C", "C", "C", "H", "H", "H", "H", "H", "H", "H", "H", "H", "H", "H", "H", "H", "H"], "coordinates": [[-0.11, 0.27, -0.22], [-2.09, 1.44, 0.38], [-2.38, 0.91, 1.69], [-1.11, 0.90, 2.53], [-0.04, 0.09, 1.89], [-0.20, -1.38, 2.15], [-1.07, -2.04, 1.10], [-1.73, -3.00, 1.29], [-0.96, -1.42, -0.12], [1.36, 0.59, 2.15], [1.88, 0.91, 0.75], [1.09, 1.80, 0.12], [2.78, 0.31, 0.20], [-2.07, 2.41, 0.41], [-2.78, -0.09, 1.53], [-3.14, 1.50, 2.19], [-1.33, 0.51, 3.52], [-0.74, 1.92, 2.62], [-0.61, -1.56, 3.14], [0.78, -1.86, 2.08], [1.97, -0.15, 2.65], [1.32, 1.50, 2.75], [-0.06, 0.28, -2.30], [1.22, 0.03, -3.12], [0.66, 0.07, -4.83], [1.86, -0.01, -5.73], [2.80, -1.04, -5.57], [3.88, -1.13, -6.43], [4.03, -0.21, -7.47], [3.09, 0.80, -7.64], [2.02, 0.91, -6.77], [2.20, 1.58, -3.04], [3.56, 1.29, -3.56], [4.09, 2.06, -4.64], [5.33, 1.77, -5.13], [6.08, 0.72, -4.55], [5.59, -0.02, -3.45], [4.35, 0.26, -2.96], [0.06, 0.96, -4.96], [0.02, -0.81, -4.90], [2.66, -1.79, -4.80], [4.60, -1.94, -6.32], [4.85, -0.30, -8.16], [3.19, 1.50, -8.46], [1.28, 1.69, -6.91], [2.20, 1.79, -1.97], [1.69, 2.37, -3.59], [3.51, 2.87, -5.05], [5.75, 2.35, -5.94], [7.07, 0.50, -4.94], [6.20, -0.80, -3.01], [3.95, -0.29, -2.11]]}



# 2
{"formula": "C20H24B2Cr2NO25", "method": "ωB97M-V with the def2-TZVPD basis set", "total_charge": 1, "e_lumo_ev": [-7.03, -5.73], "multiplicity": 9, "homo_lumo_gap_ha": [0.161, 0.209], "species": ["Cr", "Cr", "O", "C", "O", "B", "O", "C", "O", "O", "C", "O", "C", "O", "O", "O", "C", "O", "B", "O", "C", "O", "O", "C", "O", "C", "O", "O", "N", "O", "O", "O", "O", "C", "O", "C", "C", "C", "H", "H", "H", "H", "H", "H", "H", "H", "O", "C", "O", "C", "C", "C", "H", "H", "H", "H", "H", "H", "H", "H", "O", "C", "O", "C", "C", "C", "H", "H", "H", "H", "H", "H", "H", "H"], "coordinates": [[-2.65, -0.06, -0.21], [1.76, -0.46, -3.18], [-0.09, -8.09, 2.17], [-0.27, -7.25, 1.29], [0.08, -5.99, 1.28], [-0.61, -5.32, 0.15], [-1.39, -6.37, -0.58], [-1.20, -7.51, -0.01], [-1.68, -8.60, -0.42], [0.40, -4.69, -0.66], [0.17, -3.43, -0.88], [0.86, -2.69, -1.55], [-1.22, -3.12, -0.20], [-1.58, -4.24, 0.51], [-1.85, -2.05, -0.23], [1.00, 1.91, -3.06], [0.24, 2.88, -2.95], [0.46, 4.02, -2.27], [-0.52, 5.00, -2.77], [-1.24, 4.30, -3.84], [-0.95, 3.11, -3.93], [-1.42, 2.31, -4.77], [-1.36, 5.64, -1.73], [-1.64, 6.84, -2.03], [-2.50, 7.52, -1.50], [-0.62, 7.33, -3.15], [0.07, 6.22, -3.37], [-0.57, 8.36, -3.77], [0.77, 0.51, -0.12], [1.26, 1.32, 0.65], [1.38, 0.04, -1.02], [-0.37, 0.16, 0.11], [3.38, -1.81, -2.74], [4.11, -2.74, -2.29], [4.26, -3.05, -1.01], [3.62, -2.32, 0.09], [4.43, -1.05, 0.44], [4.57, -3.86, -3.12], [3.56, -2.93, 0.98], [2.63, -1.97, -0.18], [3.86, -0.44, 1.15], [4.65, -0.28, -0.30], [5.33, -1.19, 1.05], [5.63, -3.70, -3.33], [3.98, -3.84, -4.03], [4.42, -4.79, -2.57], [-2.98, 2.18, 0.02], [-3.03, 3.41, 0.16], [-2.15, 4.10, 0.92], [-0.94, 3.49, 1.32], [-0.08, 4.51, 2.01], [-4.18, 4.25, -0.24], [-0.45, 3.01, 0.47], [-1.13, 2.69, 2.05], [0.76, 4.81, 1.39], [0.28, 4.14, 2.97], [-0.56, 5.45, 2.27], [-4.53, 4.21, -1.27], [-3.90, 5.27, 0.01], [-5.00, 3.96, 0.42], [-2.28, -0.29, 2.06], [-2.24, -0.99, 3.08], [-1.15, -1.35, 3.74], [0.13, -0.87, 3.49], [0.90, -1.89, 2.70], [-3.50, -1.56, 3.70], [0.70, -0.84, 4.42], [0.11, 0.17, 3.14], [1.06, -1.67, 1.65], [0.40, -2.85, 2.73], [1.92, -2.06, 3.02], [-4.14, -0.68, 3.74], [-3.31, -1.77, 4.76], [-3.84, -2.45, 3.18]]}



# 3
{"formula": "C20H24BeN7O2S2", "method": "ωB97M-V with the def2-TZVPD basis set", "total_charge": 1, "e_lumo_ev": -2.45, "relative_energy_kcal_mol": 1.5, "homo_lumo_gap_ha": 0.309, "species": ["Be", "N", "C", "N", "C", "C", "S", "C", "C", "S", "C", "N", "N", "H", "H", "H", "H", "H", "H", "C", "C", "N", "C", "C", "C", "C", "N", "H", "H", "H", "H", "H", "H", "H", "H", "H", "H", "H", "H", "H", "H", "O", "C", "N", "C", "O", "C", "C", "C", "C", "C", "C", "H", "H", "H", "H"], "coordinates": [[0.76, 0.76, -0.40], [-1.92, 2.90, -0.39], [-0.82, 3.08, -1.17], [0.21, 2.26, -1.20], [1.21, 2.76, -2.05], [0.90, 3.89, -2.70], [-0.67, 4.42, -2.24], [2.41, 1.94, -2.07], [3.57, 2.07, -2.74], [4.61, 0.74, -2.37], [3.40, 0.06, -1.34], [2.31, 0.80, -1.26], [3.55, -1.13, -0.74], [-1.70, 2.52, 0.52], [-2.56, 3.67, -0.34], [1.50, 4.45, -3.42], [3.87, 2.86, -3.42], [4.45, -1.58, -0.77], [2.94, -1.32, 0.06], [-1.18, -2.03, -3.70], [-0.84, -2.86, -2.46], [-1.51, -2.41, -1.24], [-2.68, -3.19, -0.79], [-3.97, -2.80, -1.49], [-1.09, -1.31, -0.59], [-1.81, -0.89, 0.66], [-0.06, -0.61, -1.00], [-0.64, -2.43, -4.56], [-0.91, -0.98, -3.58], [-2.24, -2.08, -3.91], [0.24, -2.88, -2.28], [-1.13, -3.90, -2.61], [-2.78, -3.10, 0.28], [-2.45, -4.24, -0.99], [-4.19, -1.74, -1.38], [-4.81, -3.36, -1.07], [-3.93, -3.03, -2.56], [-1.62, -1.61, 1.46], [-2.88, -0.84, 0.50], [-1.44, 0.08, 0.99], [0.36, -1.00, -1.84], [-0.58, 2.61, 1.76], [0.20, 1.75, 2.13], [0.86, 0.85, 1.29], [1.46, -0.12, 2.07], [2.02, -1.12, 1.67], [1.28, 0.24, 3.51], [1.72, -0.37, 4.67], [1.37, 0.22, 5.88], [0.60, 1.39, 5.91], [0.16, 2.00, 4.73], [0.52, 1.40, 3.55], [2.31, -1.28, 4.63], [1.69, -0.22, 6.81], [0.35, 1.83, 6.87], [-0.44, 2.90, 4.75]]}



# 4
{"formula": "C20H24BrNO3Pt", "method": "ωB97M-V with the def2-TZVPD basis set", "e_lumo_ev": -0.53, "relative_energy_kcal_mol": 0.0, "homo_lumo_gap_ha": 0.272, "species": ["Pt", "C", "C", "C", "C", "C", "C", "C", "Br", "C", "O", "C", "C", "C", "C", "C", "C", "H", "H", "H", "H", "H", "H", "H", "H", "H", "H", "H", "H", "H", "H", "H", "H", "H", "H", "H", "H", "O", "C", "O", "C", "C", "C", "C", "C", "N", "H", "H", "H", "H"], "coordinates": [[-0.17, 0.19, 0.48], [3.76, 5.76, -3.37], [2.43, 5.15, -3.83], [1.34, 6.21, -3.71], [2.54, 4.73, -5.30], [2.12, 3.92, -2.98], [0.99, 3.80, -2.20], [0.78, 2.64, -1.46], [-0.81, 2.61, -0.42], [1.64, 1.56, -1.44], [1.43, 0.47, -0.69], [2.82, 1.68, -2.22], [3.00, 2.83, -2.96], [3.88, 0.56, -2.25], [5.06, 0.91, -3.17], [4.44, 0.36, -0.83], [3.28, -0.75, -2.76], [3.99, 6.65, -3.96], [4.59, 5.06, -3.49], [3.71, 6.05, -2.32], [1.60, 7.07, -4.33], [1.23, 6.57, -2.68], [0.37, 5.84, -4.05], [2.75, 5.61, -5.92], [1.61, 4.28, -5.65], [3.35, 4.01, -5.45], [0.25, 4.59, -2.14], [3.90, 2.92, -3.56], [5.58, 1.81, -2.84], [4.74, 1.04, -4.20], [5.77, 0.09, -3.13], [4.84, 1.30, -0.44], [5.25, -0.37, -0.85], [3.67, 0.01, -0.14], [2.84, -0.62, -3.74], [2.53, -1.12, -2.07], [4.07, -1.50, -2.84], [-2.84, -1.89, 2.65], [-2.02, -1.44, 1.88], [-1.61, -0.21, 1.82], [-1.35, -2.35, 0.88], [-1.68, -3.69, 0.75], [-1.05, -4.43, -0.23], [-0.13, -3.81, -1.07], [0.15, -2.47, -0.88], [-0.45, -1.77, 0.08], [-2.41, -4.10, 1.43], [-1.27, -5.48, -0.36], [0.38, -4.36, -1.85], [0.85, -1.93, -1.49]]}



# 5
{"formula": "C20H24ClN3O3", "method": "ωB97M-V with the def2-TZVPD basis set", "e_lumo_ev": 0.67, "relative_energy_kcal_mol": 17.5, "smiles": "CCOC(=O)[C@@]1(Cc2cccc(Cl)c2)CCCN(C(=O)c2ccnn2C)C1", "homo_lumo_gap_ha": 0.350, "species": ["C", "C", "O", "C", "O", "C", "C", "C", "C", "C", "C", "C", "Cl", "C", "C", "C", "C", "N", "C", "O", "C", "C", "C", "N", "N", "C", "C", "H", "H", "H", "H", "H", "H", "H", "H", "H", "H", "H", "H", "H", "H", "H", "H", "H", "H", "H", "H", "H", "H", "H", "H"], "coordinates": [[4.95, 0.33, 1.44], [4.95, -0.54, 0.20], [3.63, -0.70, -0.32], [2.88, -1.68, 0.17], [3.28, -2.48, 0.98], [1.45, -1.68, -0.36], [1.26, -0.81, -1.62], [0.65, 0.54, -1.39], [-0.63, 0.82, -1.86], [-1.21, 2.06, -1.63], [-0.53, 3.04, -0.93], [0.75, 2.76, -0.48], [1.64, 3.96, 0.39], [1.34, 1.53, -0.71], [1.06, -3.15, -0.65], [-0.45, -3.31, -0.82], [-1.18, -2.75, 0.40], [-0.80, -1.38, 0.61], [-1.62, -0.32, 0.78], [-1.22, 0.74, 1.24], [-3.02, -0.47, 0.32], [-3.55, -1.05, -0.83], [-4.90, -0.71, -0.80], [-5.18, 0.01, 0.27], [-4.05, 0.17, 0.92], [-4.02, 0.91, 2.15], [0.61, -1.22, 0.86], [4.36, -0.14, 2.23], [4.51, 1.31, 1.22], [5.96, 0.47, 1.79], [5.53, -0.08, -0.61], [5.36, -1.53, 0.43], [0.64, -1.35, -2.33], [2.24, -0.67, -2.09], [-1.18, 0.07, -2.41], [-2.21, 2.26, -1.99], [-0.98, 3.99, -0.73], [2.34, 1.33, -0.36], [1.58, -3.48, -1.55], [1.40, -3.76, 0.18], [-0.69, -4.37, -0.94], [-0.79, -2.79, -1.72], [-2.26, -2.83, 0.28], [-0.89, -3.33, 1.28], [-3.04, -1.61, -1.58], [-5.67, -0.97, -1.50], [-3.11, 1.51, 2.20], [-4.05, 0.23, 3.01], [-4.90, 1.55, 2.18], [0.79, -0.17, 1.09], [0.91, -1.83, 1.72]]}



# 6
{"formula": "C20H24FN3O2", "method": "ωB97M-V with the def2-TZVPD basis set", "e_lumo_ev": 0.72, "relative_energy_kcal_mol": 27.1, "smiles": "COc1ccccc1N1CCN(CC(=O)Nc2cc(F)ccc2C)CC1", "homo_lumo_gap_ha": 0.313, "species": ["C", "O", "C", "C", "C", "C", "C", "C", "N", "C", "C", "N", "C", "C", "O", "N", "C", "C", "C", "F", "C", "C", "C", "C", "C", "C", "H", "H", "H", "H", "H", "H", "H", "H", "H", "H", "H", "H", "H", "H", "H", "H", "H", "H", "H", "H", "H", "H", "H", "H"], "coordinates": [[3.96, -0.89, 0.19], [2.70, -1.31, -0.26], [2.02, -0.52, -1.15], [2.48, 0.71, -1.57], [1.79, 1.46, -2.51], [0.61, 0.96, -3.03], [0.12, -0.26, -2.60], [0.80, -1.03, -1.65], [0.37, -2.31, -1.29], [0.26, -2.65, 0.11], [-1.18, -2.38, 0.63], [-1.88, -1.61, -0.38], [-3.02, -0.89, 0.12], [-2.59, 0.33, 0.93], [-3.31, 0.86, 1.74], [-1.33, 0.73, 0.61], [-0.61, 1.83, 1.11], [0.01, 2.65, 0.18], [0.76, 3.73, 0.61], [1.37, 4.51, -0.31], [0.89, 4.02, 1.95], [0.28, 3.18, 2.87], [-0.46, 2.07, 2.48], [-1.03, 1.16, 3.51], [-2.10, -2.43, -1.56], [-0.71, -2.93, -2.03], [3.89, 0.04, 0.78], [4.66, -0.74, -0.64], [4.33, -1.69, 0.83], [3.41, 1.11, -1.18], [2.18, 2.41, -2.83], [0.06, 1.52, -3.77], [-0.81, -0.61, -3.01], [0.50, -3.72, 0.22], [0.98, -2.08, 0.68], [-1.15, -1.80, 1.55], [-1.71, -3.32, 0.84], [-3.61, -0.52, -0.73], [-3.69, -1.50, 0.74], [-0.94, 0.27, -0.21], [-0.08, 2.45, -0.88], [1.47, 4.88, 2.27], [0.39, 3.39, 3.92], [-0.66, 1.41, 4.50], [-0.78, 0.12, 3.28], [-2.12, 1.23, 3.52], [-2.58, -1.81, -2.32], [-2.76, -3.28, -1.35], [-0.63, -4.01, -1.85], [-0.56, -2.76, -3.10]]}



Number 1: maximum force 0.01992 Eh/bohr. Number 2: maximum force 0.12527 Eh/bohr. Number 3: maximum force 0.01941 Eh/bohr. Number 4: maximum force 0.02403 Eh/bohr. Number 5: maximum force 0.01514 Eh/bohr. Number 6: maximum force 0.01252 Eh/bohr.